Entry 1:
C36H40CsN4O5S6 | ωB97M-V/def2-TZVPD

The geometry in XYZ format:
```
92
Properties=species:S:1:pos:R:3:forces:R:3
H 0.195060 -7.566375 3.403203 0.0 0.0 0.0
C 3.520748 3.779333 -5.731350 0.0 -0.1 0.1
N 2.527357 -0.502358 -2.078586 0.2 0.1 -0.1
C -3.381461 -2.690101 1.296743 0.0 -0.1 0.0
S -1.937398 1.396410 4.093649 0.0 0.0 0.0
H 0.740784 -2.071897 5.021060 0.0 0.0 0.0
C -0.330698 3.882475 -0.800082 0.0 0.0 0.0
C -0.374234 2.318863 3.981618 0.0 -0.1 -0.1
H -3.040162 -4.916013 5.298262 0.0 0.0 0.0
C -1.413688 -2.520031 2.719620 0.0 0.1 0.2
C 3.091479 2.817502 -4.773476 -0.1 0.2 -0.1
S 5.321672 1.984404 -5.675576 0.2 -0.1 0.0
C 2.452106 2.411849 1.917166 0.0 0.0 0.0
H 2.315136 4.398801 1.103763 0.0 0.0 0.0
O -2.609470 -0.849300 -2.016342 -1.4 0.0 -1.1
C 2.263773 -5.843340 1.416039 0.1 0.3 -0.2
C 2.733327 0.516338 -2.871958 0.0 -0.1 0.0
C 2.630059 -4.754374 0.486866 -0.3 -0.2 0.3
H -0.422183 2.885076 3.056629 0.0 0.0 0.0
C 5.437376 -2.656472 -2.839400 0.0 0.1 0.0
N -2.669035 -3.035511 2.518909 0.0 0.0 0.0
H -3.851251 2.668262 1.100117 0.0 0.0 0.0
C -3.191841 -4.141163 3.291448 0.0 0.0 -0.1
H 1.652804 1.819060 4.559806 0.0 0.0 0.0
C 5.204616 -3.696742 -2.014095 -0.1 0.0 0.1
H -3.499584 1.010636 1.565859 0.0 0.0 0.0
C 4.737199 -0.428661 -3.737735 0.1 -0.2 0.0
H 2.918209 2.808028 2.823379 0.0 0.0 0.0
C 1.794161 -3.619226 0.375926 0.0 0.1 -0.1
H -4.281900 -4.085637 3.262357 0.0 0.0 0.0
C 4.534349 -1.536548 -2.892421 0.2 0.0 -0.1
H -0.773597 -3.841919 5.692884 0.0 0.0 0.0
H 0.186802 -5.453086 1.835159 0.0 0.0 0.0
C -2.125113 1.276788 -2.954517 0.3 0.1 0.2
H -3.465555 -3.558186 0.637356 0.0 0.0 0.0
S -1.560075 2.041140 0.776882 -0.2 0.0 0.1
C 1.677685 3.514960 1.190079 0.0 0.0 0.1
C -3.052627 2.440680 3.109600 0.0 0.0 0.0
H -3.057353 -3.148562 5.178450 0.0 0.0 0.0
H 2.552968 -8.719603 3.432987 0.0 0.0 0.0
H 1.375878 -3.324856 3.940316 0.0 0.0 0.0
H -4.386684 -2.338484 1.538675 0.0 0.0 0.0
C -1.442515 3.757990 0.238834 0.0 0.1 0.0
S 1.518652 0.921189 2.351425 0.0 -0.1 0.0
C 3.840293 0.607633 -3.749975 -0.1 0.3 -0.2
O -2.286423 -0.737113 -4.253630 -0.1 0.0 0.2
C 3.757769 -4.781405 -0.290935 0.2 0.0 -0.2
H 3.260768 2.057939 1.273036 0.0 0.0 0.0
C -3.139844 2.038069 1.639332 0.0 0.0 0.1
C 3.399937 -1.524173 -2.081869 -0.2 -0.2 0.3
H 6.311237 -2.649676 -3.480354 0.0 0.0 0.0
H 5.887999 -4.537050 -1.980618 0.0 0.0 0.0
O -0.904520 1.531424 -2.602636 -0.7 0.8 -1.0
N -0.699794 -2.993936 3.807703 0.0 0.0 -0.1
H -0.780700 -5.018451 4.385960 0.0 0.0 0.0
H 0.591265 0.428715 4.435042 0.0 0.0 0.0
H 5.606675 -0.418973 -4.387465 0.0 0.0 0.0
C -2.401125 -0.233771 -3.125132 -0.3 -0.3 -0.1
H 0.788234 3.796708 1.751269 0.0 0.0 0.0
C 0.648225 -2.510197 4.022335 0.0 0.0 0.0
H -2.849668 -1.913637 0.757710 0.0 0.0 0.0
C 4.042885 -3.717196 -1.164584 0.1 -0.2 0.1
C 3.968435 1.783111 -4.631215 0.0 -0.3 0.2
H -1.271395 4.420378 1.094849 0.0 0.0 0.0
C 3.140500 -2.649835 -1.194144 0.0 0.3 -0.2
S 1.179316 2.943018 -0.450209 0.0 0.0 -0.1
C 1.057787 -7.217907 2.853935 0.0 0.1 -0.1
C 0.842950 1.384001 3.968797 0.0 0.0 0.0
H -2.382557 4.042279 -0.238614 0.0 0.0 0.0
H 4.433656 -5.630612 -0.260443 0.0 0.0 0.0
H -0.306648 3.009768 4.823918 0.0 0.0 0.0
H 1.987440 1.305249 -2.824661 0.0 0.0 -0.1
N 2.035120 -2.615229 -0.426424 0.0 -0.1 0.0
O -0.950738 -1.658658 1.988434 0.2 0.0 -0.2
H 2.158197 2.889303 -4.232264 0.0 0.0 0.0
C -2.684691 -4.065249 4.715245 0.0 0.0 0.0
H 5.267246 3.993973 -7.046568 0.0 0.0 0.0
S 3.406263 -7.032526 1.900412 0.2 0.0 0.0
H 0.877508 -1.752304 3.278302 0.0 0.0 0.0
H -0.091974 4.933110 -0.973790 0.0 0.0 0.0
C 1.056893 -6.072051 2.007483 -0.2 -0.1 0.1
O -3.043994 2.091503 -3.086721 0.1 0.2 0.0
Cs -0.334044 -0.469761 -1.084298 1.8 -1.0 1.9
C 2.267756 -7.836285 2.885199 0.0 0.0 0.1
H -4.033689 2.352493 3.581995 0.0 0.0 0.0
H -2.909893 -5.105153 2.841473 0.0 0.0 0.0
H 2.956210 4.663234 -5.989041 0.0 0.0 0.0
C 4.714046 3.454669 -6.295048 0.0 0.1 0.0
H -0.667351 3.404694 -1.729131 0.0 0.0 0.0
H -2.738377 3.480138 3.221730 0.0 0.0 0.0
H 0.894583 -3.532167 0.979523 0.0 0.0 0.0
C -1.171545 -4.037928 4.693454 0.0 0.0 0.0
```
Forces are in eV/Å.

Calculated values
relative energy (zero: lowest compared OMol25 entry of this formula, charge and spin): 117.4 kJ/mol
E_tot: -4400.45417 hartree
total charge: -1

=====

Entry 2:
C4H10O2S | ωB97M-V/def2-TZVPD

The geometry in XYZ format:
```
17
Properties=species:S:1:pos:R:3:forces:R:3
H -0.214881 -0.348279 2.352831 -0.4 0.5 -0.6
H 2.460449 -0.599761 -2.497832 -0.1 -0.4 0.0
C -0.589981 0.513205 1.705777 -1.2 -1.2 -0.6
C 1.114591 0.162159 -0.552019 0.0 0.7 2.2
H -0.470454 1.731639 -0.827711 0.8 -0.6 0.2
O -2.308803 -3.337018 1.222189 -0.5 -0.1 0.7
H -2.235561 0.815268 0.278041 -0.3 -0.4 -0.1
H 1.189397 -0.881255 -0.161204 0.0 0.6 -0.9
H -0.580306 0.243285 -1.706362 -0.7 -0.1 -0.4
H -1.418237 -0.882987 0.489543 -0.7 0.2 -1.0
H 1.462361 0.746101 0.329560 0.4 -0.3 -0.7
C -1.333930 0.206467 0.341109 2.6 -0.9 2.5
C -0.335684 0.627670 -0.719178 -0.5 0.2 -1.9
O -0.613572 1.687434 2.118036 0.4 1.6 0.8
S 2.216518 0.589676 -1.965071 -0.2 0.3 0.4
H -2.426125 -3.024669 2.138565 0.6 0.1 -0.3
H -3.233747 -3.432595 0.969317 0.0 0.0 -0.4
```
Forces are in eV/Å.

Calculated values
spin multiplicity: 2
relative energy (zero: lowest compared OMol25 entry of this formula, charge and spin): 70.9 kJ/mol
E_tot: -706.99702 hartree
total charge: -1

=====

Entry 3:
C12H13NO2 | ωB97M-V/def2-TZVPD

The geometry in XYZ format:
```
28
Properties=species:S:1:pos:R:3:forces:R:3
C -1.477251 0.247138 -2.184203 0.5 2.9 -1.3
H -2.458399 1.456276 -3.771020 -1.3 -1.0 -0.8
C -1.689881 1.283051 -3.076645 -0.8 -1.9 0.8
N -0.776706 1.268706 1.244564 0.0 -0.9 0.3
H -0.252967 -0.352390 3.357399 -0.2 -0.7 -1.2
C 1.432690 -2.214020 0.958487 -1.0 0.7 -0.1
C 1.319804 -1.367818 2.217653 -0.6 2.8 -3.2
C -0.566772 -0.057292 1.168475 1.3 -2.2 0.3
H 1.119130 1.564816 -0.635899 2.1 0.8 1.2
C 0.371937 1.546258 -1.335446 -2.8 -1.2 -1.1
H 0.574494 -2.928650 0.960536 0.9 0.0 0.0
C -0.269456 -0.648921 -0.214085 0.9 -0.7 1.7
C 1.193457 -1.277971 -0.268807 -1.0 -1.6 0.4
C -0.471179 0.380933 -1.233286 0.0 0.1 -1.0
C -1.312965 2.079276 1.941905 -0.1 2.0 -0.4
O -0.969218 2.378824 -3.143438 1.8 1.5 0.9
H 1.999249 -0.542106 -0.334917 -0.2 -0.1 -0.2
C 0.081627 2.485594 -2.245541 -0.2 -1.1 -0.3
H 1.807715 -0.371161 1.915056 -0.2 -1.1 0.7
H 1.895995 -1.699880 3.002942 0.5 -1.1 2.2
C -0.146764 -0.937942 2.384734 -0.9 1.3 0.5
H -0.938955 -1.548225 -0.341033 0.4 0.9 -0.1
H 0.698695 3.228462 -2.606166 1.3 1.7 0.0
H 1.148187 -1.983849 -1.114645 0.5 0.8 -0.2
H -2.085397 -0.582165 -2.289860 -1.2 -1.6 0.1
H 2.391181 -2.727845 0.933796 -0.1 -0.1 -0.3
H -0.889811 -1.768604 2.346009 0.7 0.1 0.5
O -1.728438 3.089508 2.363435 -0.2 -0.2 0.7
```
Forces are in eV/Å.

Calculated values
relative energy (zero: lowest compared OMol25 entry of this formula, charge and spin): 548.9 kJ/mol
E_tot: -670.14643 hartree

=====

Entry 4:
C45H37GeN8O5S4V | ωB97M-V/def2-TZVPD

The geometry in XYZ format:
```
101
Properties=species:S:1:pos:R:3:forces:R:3
Ge 0.818657 -2.219843 1.333081 0.5 0.0 0.2
C -4.191713 -3.005152 -0.703165 0.0 0.0 0.0
H -3.457396 -0.273266 2.899137 0.0 0.0 0.0
H 2.285252 3.893420 5.554634 0.0 0.0 0.0
N 0.619319 1.041702 1.312155 -0.1 0.2 0.2
H -0.379487 -3.411019 -1.117918 0.0 0.0 0.0
N 2.427617 0.131974 -2.383191 0.6 -0.4 -1.0
H 1.019226 -1.300217 3.696458 0.0 0.0 0.0
H -6.546124 4.400399 -1.907754 0.0 0.0 0.0
C -0.722148 2.698778 -1.274144 -0.3 -0.4 0.4
C -3.328247 -2.375400 0.228974 -0.2 0.0 0.1
C 2.495867 -5.312447 -1.041062 0.0 0.0 0.0
C 2.165697 -4.055091 -0.553396 0.0 -0.1 0.0
C 3.679515 0.327728 -2.933179 -0.1 0.1 0.3
C -4.801625 3.749379 -0.837225 0.0 -0.1 0.0
C 1.366382 -3.919189 0.581087 0.0 -0.3 -0.2
H -1.024742 -0.653026 2.787632 0.0 0.1 0.1
C 0.265268 3.862211 -3.206136 0.1 -0.1 -0.1
C 0.395117 1.631065 2.279153 -0.2 -0.3 0.2
H 2.237372 2.140226 5.262002 0.0 0.0 0.0
C -6.285509 2.276000 -2.035727 -0.1 0.0 -0.1
C -3.690751 -3.763841 -1.718323 0.1 0.0 0.0
C -4.360726 1.384383 -0.889653 0.1 0.1 0.0
C 3.657383 1.323685 1.692928 0.2 0.4 0.4
C 3.881440 0.286839 -4.322874 0.1 0.0 -0.3
H -4.509789 4.740525 -0.519473 0.0 0.0 0.0
C -5.934730 3.553947 -1.615410 0.1 0.0 0.0
N 4.932350 2.689919 3.518585 0.0 0.1 0.1
C 4.794100 0.535166 -2.086196 -0.1 0.0 0.0
H -1.532909 1.338556 4.014907 0.0 -0.1 -0.1
O -2.388891 4.338399 0.606848 0.1 0.0 0.1
C 3.829164 -0.561275 3.221700 -0.1 0.2 -0.6
C 3.421332 0.003709 1.960515 0.0 -0.4 0.5
H -5.261039 -2.864455 -0.591948 0.0 0.0 0.0
N 0.458493 2.188943 -1.608798 0.3 0.3 -0.5
H 2.924637 -0.097897 -6.226273 0.0 0.0 0.0
C -1.443689 -3.317913 -0.967272 0.0 0.0 0.1
H 5.301388 0.529709 -5.927211 0.0 0.0 0.0
S -2.561132 2.902755 0.501533 -0.4 0.0 0.0
H 0.753713 -0.756821 -5.136615 0.0 0.0 0.0
C 1.611486 -0.411073 -4.577266 -0.4 0.0 0.1
C 0.192023 -0.798581 -2.496323 0.2 -0.1 0.6
C 6.030832 0.747823 -2.619830 0.2 0.0 -0.1
C 2.032748 -6.453156 -0.398437 0.0 0.0 0.0
C 6.225640 0.777379 -4.021104 0.0 0.0 0.2
S 2.782209 -1.074132 0.709663 0.1 -0.1 0.0
H 1.974709 2.564686 -3.045846 0.0 0.0 0.0
N 4.144953 -1.012158 4.233111 0.0 -0.1 0.1
C 0.901157 -5.073114 1.209783 0.0 -0.1 -0.1
C -1.927463 -2.544480 0.117855 0.2 0.0 0.0
O 0.541306 3.008297 6.077611 -0.1 -0.1 0.0
S -1.203527 4.012858 -2.322532 -0.2 0.2 0.1
H 2.050942 -2.712380 3.491293 0.0 0.0 0.0
C 0.997852 2.858832 -2.690677 0.1 -0.1 0.1
S 3.184936 2.238603 0.319953 0.4 0.3 0.4
H 6.874735 0.894535 -1.958113 0.0 0.0 0.0
C -5.485803 1.192218 -1.666471 0.0 0.0 0.0
H 0.519629 4.509569 -4.026819 0.0 0.0 0.0
H 0.202968 0.993536 5.771433 0.0 0.0 0.0
C 5.171415 0.542751 -4.851474 -0.1 0.0 0.0
H -4.357527 -4.235764 -2.429257 0.0 0.0 0.0
H 3.113727 -5.400429 -1.925874 0.0 0.0 0.0
V 1.563255 0.644081 -0.560908 -0.6 0.3 0.5
H -1.887877 -4.474479 -2.682863 0.0 0.0 0.0
O -2.766764 2.157568 1.726744 0.0 0.2 0.2
N -7.447726 2.070187 -2.790449 -0.1 0.0 0.1
N -1.439099 2.162510 -0.289149 0.5 0.0 -0.2
H 2.059044 3.279496 3.085606 0.0 0.0 0.0
C 1.464539 -0.294935 -3.177449 0.1 -0.1 -0.2
H 0.261773 -4.998169 2.083101 0.0 0.0 0.0
H 4.649340 0.507027 -1.017613 0.0 0.0 0.0
H 0.284392 -2.911819 3.678880 0.0 0.0 0.1
H -5.745120 0.195487 -2.005391 0.0 0.0 0.0
C -0.887090 2.152788 4.322859 0.1 0.1 -0.2
H 0.721533 4.284097 3.680571 0.0 0.0 0.0
C -0.335355 1.949669 5.718250 0.1 0.1 0.1
C -1.656222 -1.138387 2.059621 -0.2 0.0 0.1
H -7.744506 2.865083 -3.333978 0.0 0.0 0.0
H -1.463217 3.077225 4.262185 -0.1 0.0 0.0
O -0.717788 -1.222777 -3.182140 -0.1 0.0 -0.2
H -1.140707 1.944115 6.451913 0.0 0.0 0.0
H 7.209199 0.969513 -4.429116 0.0 0.0 0.0
C -1.079949 -1.915852 1.095358 -0.4 0.2 -0.3
C -4.018511 2.668821 -0.467226 -0.3 -0.1 -0.1
C -2.293796 -3.911916 -1.852234 -0.1 0.0 0.0
C 1.217865 3.314188 3.777116 -0.1 -0.1 -0.1
C 1.074927 -2.294526 3.249998 0.0 0.0 0.3
C 4.372974 2.070372 2.727961 -0.2 -0.3 -0.5
H -7.456857 1.218280 -3.328686 0.0 0.0 0.0
O 0.287519 -0.811488 -1.207545 -0.2 0.0 -0.7
H -4.944191 -1.422409 1.305389 0.0 0.0 0.0
C -3.869402 -1.556880 1.256999 0.0 -0.1 -0.1
C 2.788878 -0.067901 -5.151344 0.1 0.1 0.0
C -3.054664 -0.934901 2.144428 0.2 0.0 0.1
N 0.258453 2.263902 3.418574 0.1 0.1 -0.1
C 1.233483 -6.333056 0.728420 0.0 0.0 0.0
H -3.728594 0.543800 -0.623279 0.0 0.1 0.0
H 0.862222 -7.217885 1.230079 0.0 0.0 0.0
C 1.661231 3.073196 5.203221 0.0 0.0 0.1
H 2.293319 -7.433644 -0.776867 0.0 0.0 0.0
H 2.525895 -3.178767 -1.080104 0.0 0.0 0.0
```
Forces are in eV/Å.

Calculated values
spin multiplicity: 4
relative energy (zero: lowest compared OMol25 entry of this formula, charge and spin): 136.0 kJ/mol
E_tot: -7165.16107 hartree
total charge: -1